one:
Below is a cluster of 2 separate species, C3H7O3 in total, with properties calculated with the ωB97M-V functional and the def2-TZVPD basis.

```
13
Properties=species:S:1:pos:R:3
O -1.0761 1.2272 0.2390
O 0.1420 -0.4775 1.0184
O 1.5253 1.2226 -1.7431
C 2.2141 0.0741 -1.2734
C -2.2258 -0.5950 1.2717
C -0.9316 0.1166 0.8043
H -2.2852 -1.6097 0.8525
H 3.1518 0.3467 -0.7860
H -2.1955 -0.6674 2.3631
H 0.8090 1.4009 -1.1072
H 2.3486 -0.6185 -2.1065
H 1.6132 -0.4362 -0.5267
H -3.0896 0.0163 0.9940
```

Output
- HOMO-LUMO gap: 8.62 eV
- Total charge: -1
- HOMO level: -4.29 eV
- LUMO energy: 4.3 eV

Charges computed using Löwdin, reported in e: -0.0945 -0.0941 -0.1490 -0.1875 -0.0585 -0.7865 0.0571 0.0632 0.0519 0.0458 0.0623 0.0404 0.0495

two:
Below is a cluster of 2 separate species, C3H7O3 in total, with properties calculated with the ωB97M-V functional and the def2-TZVPD basis.

```
13
Properties=species:S:1:pos:R:3
O -0.9785 1.1011 -1.7174
O 0.0776 -1.1570 2.0375
O 0.0625 -0.5607 -0.6066
C 0.0187 0.4739 -1.3211
C -1.3388 -0.8720 1.9563
C 1.4038 0.9971 -1.8042
H 1.2780 1.7556 -2.5495
H 2.0279 0.2181 -2.2319
H -1.3907 -0.0954 2.7307
H 0.4771 -1.0917 1.1487
H 1.8737 1.3800 -0.8937
H -1.6038 -0.3913 1.0216
H -1.9075 -1.7577 2.2295
```

Output
- HOMO-LUMO gap: 8.61 eV
- Total charge: -1
- HOMO level: -4.35 eV
- LUMO energy: 4.3 eV

Charges computed using Löwdin, reported in e: -0.0794 -0.1858 -0.1115 -0.7645 -0.1610 -0.0516 0.0377 0.0483 0.0626 0.0298 0.0589 0.0582 0.0584

three:
Below is a cluster of 2 separate species, C3H7O3 in total, with properties calculated with the ωB97M-V functional and the def2-TZVPD basis.

```
13
Properties=species:S:1:pos:R:3
O 0.5670 -0.6002 3.2144
O -1.7104 -1.0153 0.7957
O -2.0191 0.1192 -1.1905
C 0.6061 0.9783 -1.5342
C -1.3533 -0.3626 -0.2660
C 0.2464 -0.2143 -0.6729
H 1.5853 0.8577 -2.1206
H 0.1755 -1.4946 3.2841
H 0.6901 1.9015 -0.9761
H 0.6863 -0.0182 0.2595
H -0.0707 1.1045 -2.3553
H -0.0042 -0.0111 2.5867
H 0.6010 -1.2450 -1.0249
```

Output
- HOMO-LUMO gap: 8.14 eV
- Total charge: -1
- HOMO level: -3.93 eV
- LUMO energy: 4.2 eV

Charges computed using Löwdin, reported in e: -0.1445 -0.1463 -0.0841 -0.1614 -0.6864 -0.1926 0.0721 0.0310 0.0551 0.0345 0.0393 0.0706 0.1127

Most stable to least stable: one, two, three